[1]
Computed, not measured: a 3-piece molecular cluster, C2H12NO2 overall at a distorted geometry, with ωB97M-V with the def2-TZVPD basis set.

Structure (XYZ):
```
17
Properties=species:S:1:pos:R:3
C 1.287 1.933 0.667
C 1.349 0.624 -0.063
N -0.042 -0.245 0.186
H 2.315 2.100 1.083
H 1.204 2.778 -0.068
H 0.625 1.839 1.544
H 1.305 0.695 -1.123
H 2.101 -0.004 0.442
H -0.384 0.048 1.109
H 0.211 -1.259 0.120
H -0.821 0.104 -0.387
H -2.366 1.319 -2.039
H -3.235 0.144 -1.692
O -2.415 0.595 -1.389
H -1.041 -3.839 0.224
H 0.356 -3.682 0.792
O -0.450 -3.150 0.593
```

Calculated values
Molar mass (g mol⁻¹): 82.123
Kohn-Sham gap (spin up / spin down) (eV): 12.26 / 3.03
Highest occupied orbital energy (spin up / spin down) (eV): -19.699 / -19.599
2S+1: 2
Max |F| (hartree/bohr): 0.0497
Total charge: +2
⟨S²⟩: 0.7568

[2]
Computed, not measured: CH2N4O2S as an isolated structure at a distorted geometry, with ωB97M-V with the def2-TZVPD basis set.

Structure (XYZ):
```
10
Properties=species:S:1:pos:R:3
C -0.001 -0.647 -0.510
H -2.016 2.340 -0.271
H 1.152 -2.610 1.215
N -0.039 0.725 -1.014
N 0.510 1.495 0.118
N 0.914 0.665 0.970
N 0.704 -0.604 0.646
O 0.834 -1.478 1.677
O -0.602 -1.574 -1.008
S -1.456 1.689 -1.822
```

Calculated values
Molar mass (g mol⁻¹): 134.120
Kohn-Sham gap (eV): 9.07
Highest occupied orbital energy (eV): -9.759
2S+1: 1
Max |F| (hartree/bohr): 0.1135
Total charge: 0

[3]
Computed, not measured: a single C5H8N2 molecule at a distorted geometry, with ωB97M-V with the def2-TZVPD basis set.

Structure (XYZ):
```
15
Properties=species:S:1:pos:R:3
C -2.308 -0.247 0.098
C -0.881 0.233 -0.046
C -0.445 1.436 -0.561
N 1.268 1.257 -0.304
C 1.388 -0.025 0.097
N 2.540 -0.797 0.267
C 0.162 -0.605 0.338
H -2.519 -1.000 -0.674
H -2.427 -0.742 1.070
H -3.066 0.537 0.014
H -1.051 2.309 -0.234
H 2.185 1.638 -0.623
H 2.339 -1.784 0.145
H 3.425 -0.542 -0.145
H 0.040 -1.572 0.787
```

Calculated values
Molar mass (g mol⁻¹): 96.133
Kohn-Sham gap (eV): 8.28
Highest occupied orbital energy (eV): -7.362
2S+1: 1
Max |F| (hartree/bohr): 0.0447
Total charge: 0
SMILES string: Cc1c[nH]c(N)c1

[4]
Computed, not measured: a single C5H8 molecule at a distorted geometry, with ωB97M-V with the def2-TZVPD basis set.

Structure (XYZ):
```
13
Properties=species:S:1:pos:R:3
C 0.792 -1.354 0.506
C -0.103 -0.456 1.047
C -1.140 -0.035 0.016
C -0.162 0.443 -1.038
C 0.629 1.459 -0.546
H 0.641 -2.429 0.635
H 1.746 -1.093 0.041
H -0.416 -0.521 2.094
H -1.762 0.785 0.412
H -1.760 -0.877 -0.328
H -0.365 0.296 -2.103
H 1.688 1.523 -0.812
H 0.211 2.258 0.074
```

Calculated values
Molar mass (g mol⁻¹): 68.119
Kohn-Sham gap (spin up / spin down) (eV): 8.44 / 7.99
Highest occupied orbital energy (spin up / spin down) (eV): -7.900 / -7.661
2S+1: 1
Max |F| (hartree/bohr): 0.0498
Total charge: 0
SMILES string: C=CCC=C

[5]
Computed, not measured: C37H70Cl3F2IKMgN2NaO13S2 as an isolated structure at a distorted geometry, with ωB97M-V with the def2-TZVPD basis set.

Structure (XYZ):
```
133
Properties=species:S:1:pos:R:3
C 4.453 1.360 0.691
C 4.748 0.931 2.213
C 4.260 -0.554 2.598
C 4.929 -1.737 1.734
C 4.058 -2.246 0.478
C 2.508 -2.576 0.840
C 1.601 -1.685 -0.170
C 0.017 -1.696 0.250
C -0.824 -1.291 -1.056
C -2.417 -1.637 -0.963
C -2.722 -3.069 -0.269
C -3.376 -2.998 1.191
O -2.438 -2.861 2.286
C -4.199 -4.398 1.401
N -4.872 -4.451 2.745
O -3.243 -0.544 -0.513
C -2.686 0.182 0.596
C -3.974 0.697 1.474
C -1.936 1.573 0.157
O -2.792 2.180 -0.833
C -2.268 2.089 -2.175
C -1.001 3.086 -2.394
C 0.249 2.251 -3.036
O -1.433 4.160 -3.320
O -1.882 2.530 1.270
C -0.921 2.100 2.252
I 1.163 2.546 1.743
C -1.260 2.963 3.611
C -0.174 4.134 3.887
O 0.693 4.063 4.801
F -0.153 5.372 3.127
H 4.508 2.516 0.644
H 5.287 0.880 0.049
H 3.432 1.024 0.288
H 5.894 0.970 2.382
H 4.259 1.663 2.970
H 3.114 -0.545 2.604
H 4.589 -0.726 3.699
H 5.238 -2.669 2.351
H 5.921 -1.313 1.301
H 4.561 -3.142 -0.062
H 4.065 -1.390 -0.305
H 2.267 -2.386 1.948
H 2.366 -3.706 0.658
H 1.756 -1.938 -1.275
H 1.977 -0.593 -0.030
H -0.054 -0.884 1.078
H -0.181 -2.744 0.656
H -0.432 -1.973 -1.914
H -0.624 -0.217 -1.430
H -2.716 -1.797 -2.078
H -1.801 -3.777 -0.266
H -3.497 -3.616 -0.942
H -4.186 -2.171 1.232
H -2.868 -2.212 2.900
H -4.997 -4.490 0.537
H -3.416 -5.249 1.293
H -4.141 -4.747 3.418
H -5.073 -3.463 3.014
H -2.072 -0.440 1.339
H -4.809 -0.110 1.497
H -3.617 0.880 2.548
H -4.456 1.638 1.037
H -0.847 1.418 -0.161
H -2.083 1.014 -2.523
H -3.104 2.502 -2.869
H -0.684 3.529 -1.368
H 0.894 1.924 -2.141
H -0.167 1.354 -3.644
H 0.893 2.931 -3.718
H -0.666 4.766 -3.483
H -1.005 1.002 2.563
H -2.259 3.525 3.429
H -1.388 2.281 4.547
K -5.259 -6.432 0.523
C 9.146 -4.156 2.031
C 8.673 -5.553 1.658
O 8.021 -6.047 2.828
S 7.330 -4.806 3.614
O 5.942 -4.755 3.241
O 7.770 -4.831 4.975
O 8.105 -3.608 2.841
H 10.059 -4.195 2.631
H 9.316 -3.530 1.154
H 9.496 -6.208 1.370
H 7.937 -5.518 0.850
C 1.310 -8.249 -0.686
S -0.302 -8.048 0.101
O -1.265 -7.601 -0.956
C 0.147 -6.594 1.075
H 1.253 -9.090 -1.379
H 1.572 -7.343 -1.236
H 2.063 -8.458 0.075
H 0.482 -5.791 0.414
H 0.938 -6.857 1.779
H -0.733 -6.263 1.629
F -1.585 -0.574 -6.377
C -2.898 -0.628 -6.113
C -3.334 -0.530 -4.801
C -4.697 -0.579 -4.527
C -5.609 -0.737 -5.568
C -5.160 -0.840 -6.882
C -3.797 -0.780 -7.157
H -2.609 -0.416 -4.002
H -5.049 -0.495 -3.504
H -6.672 -0.780 -5.354
H -5.871 -0.967 -7.692
H -3.430 -0.849 -8.175
Cl -2.651 2.838 5.859
C -2.005 10.134 1.379
O -2.946 10.845 1.085
N -1.856 8.828 1.003
C -0.704 8.041 1.391
C -2.885 8.213 0.190
H -1.169 10.505 1.994
H -0.186 7.700 0.490
H -1.042 7.178 1.968
H -0.014 8.630 1.998
H -2.985 8.775 -0.744
H -3.836 8.253 0.727
H -2.631 7.174 -0.031
Na 2.752 2.435 -4.333
C -6.483 6.580 0.059
Cl -6.231 7.771 1.337
Cl -5.254 5.306 0.113
H -7.465 6.126 0.185
H -6.430 7.082 -0.906
C 6.260 0.771 -2.889
O 5.074 1.364 -2.793
H 7.019 1.040 -2.130
H 6.276 -0.336 -2.817
H 6.829 0.928 -3.824
Mg -2.711 5.929 -4.079
```

Calculated values
Molar mass (g mol⁻¹): 1172.754
Kohn-Sham gap (eV): 1.38
Highest occupied orbital energy (eV): -10.951
2S+1: 1
Max |F| (hartree/bohr): 0.1270
Total charge: +2

[6]
Computed, not measured: C22H25ClNOW as an isolated structure at a distorted geometry, with ωB97M-V with the def2-TZVPD basis set.

Structure (XYZ):
```
51
Properties=species:S:1:pos:R:3
C 1.754 0.206 0.865
C 1.800 -0.499 -0.392
C 1.577 0.458 -1.440
H 2.080 -1.537 -0.544
C 1.417 1.754 -0.838
C 1.513 1.595 0.579
H 1.332 2.697 -1.375
C -1.180 -1.663 1.250
C -0.330 -2.707 0.757
C -0.427 -2.772 -0.640
H 0.226 -3.408 1.388
C -1.323 -1.745 -1.074
C -1.941 -1.139 0.113
H 1.637 0.248 -2.504
H 1.469 2.396 1.313
H 1.949 -0.231 1.844
H -2.897 -0.629 0.116
H 0.008 -3.542 -1.292
H -1.434 -1.449 2.288
W -0.306 0.192 -0.074
C -1.694 -1.406 -2.493
C -3.221 -1.483 -2.644
C -1.028 -2.346 -3.524
H -3.565 -2.431 -2.218
H -3.510 -1.440 -3.701
H -3.719 -0.656 -2.132
H -1.321 -3.387 -3.340
H 0.071 -2.286 -3.492
H -1.350 -2.055 -4.538
C -1.087 0.002 -2.736
C -2.026 1.053 -3.240
H -0.207 -0.063 -3.377
H -0.669 0.578 -1.791
O -2.918 1.432 -2.465
N -1.652 1.592 -4.482
C -0.479 2.516 -4.385
H -2.433 2.023 -4.971
C 0.851 1.884 -4.715
C 2.032 2.594 -4.456
H 1.943 3.603 -4.044
C 3.280 2.028 -4.715
H 4.185 2.592 -4.490
C 3.367 0.745 -5.273
H 4.342 0.308 -5.486
C 2.194 0.042 -5.569
H 2.241 -0.956 -6.018
C 0.940 0.622 -5.316
H 0.018 0.097 -5.590
H -0.433 2.905 -3.342
H -0.651 3.381 -5.054
Cl -1.584 1.937 0.638
```

Calculated values
Molar mass (g mol⁻¹): 538.741
Kohn-Sham gap (spin up / spin down) (eV): 6.33 / 7.71
Highest occupied orbital energy (spin up / spin down) (eV): -10.867 / -12.130
2S+1: 3
Max |F| (hartree/bohr): 0.0549
Total charge: +1
⟨S²⟩: 2.0293